(1)
Formula: C30H45N2O5P2Ta
Source: OMol25
Level of theory: ωB97M-V/def2-TZVPD

Computed properties:
* E_tot: -2395.210920 hartree
* orbital gap: 6.704 eV
* E_HOMO: -13.33 eV

Structure (ORCA input):
```
! RIJCOSX wB97M-V def2-TZVPD def2/J DEFGRID3
* xyz 2 1
Ta -0.087 -0.635 0.371
O -0.598 -3.154 -0.205
C -1.472 -3.804 0.739
C -0.771 -3.857 2.071
N -0.287 -2.513 2.455
C -1.225 -1.821 3.329
C -2.264 -1.103 2.487
O -3.390 -0.915 2.775
O -1.717 -0.661 1.292
C 1.147 -2.526 2.770
C 1.818 -2.686 1.413
O 2.417 -3.636 1.038
O 1.497 -1.636 0.579
H 0.154 -3.736 -0.391
H -1.732 -4.805 0.397
H -2.383 -3.208 0.768
H 0.085 -4.530 1.998
H -1.441 -4.261 2.833
H -0.713 -1.078 3.938
H -1.759 -2.491 4.001
H 1.453 -3.348 3.415
H 1.426 -1.579 3.223
C 1.873 -1.088 -2.683
C 0.506 -1.382 -3.297
C 0.396 -0.728 -4.676
P -0.874 -0.907 -2.159
C -2.285 -2.059 -2.415
C -2.546 -2.412 -3.881
C -3.534 -1.503 -1.725
C -1.397 0.767 -2.481
C -2.010 1.153 -3.677
C -2.323 2.476 -3.915
C -1.984 3.423 -2.953
C -1.403 3.048 -1.755
C -1.147 1.705 -1.481
N -0.635 1.280 -0.229
C -0.747 2.214 0.867
C -1.937 2.878 1.148
C -1.988 3.800 2.183
C -0.861 4.069 2.953
C 0.305 3.360 2.718
C 0.351 2.414 1.696
P 1.628 1.200 1.407
C 2.511 0.840 2.972
C 1.546 0.797 4.166
C 3.682 1.793 3.244
C 2.868 1.871 0.236
C 2.224 2.549 -0.973
C 3.872 0.781 -0.155
H 2.658 -1.398 -3.375
H 2.000 -0.014 -2.518
H 2.040 -1.621 -1.749
H 0.388 -2.464 -3.405
H 0.490 0.356 -4.606
H 1.215 -1.098 -5.297
H -0.534 -0.963 -5.188
H -1.966 -2.963 -1.904
H -2.894 -1.560 -4.463
H -1.679 -2.849 -4.375
H -3.343 -3.158 -3.904
H -3.945 -0.657 -2.278
H -4.300 -2.279 -1.684
H -3.342 -1.167 -0.703
H -2.229 0.417 -4.436
H -2.803 2.770 -4.839
H -2.179 4.472 -3.135
H -1.163 3.809 -1.024
H -2.817 2.687 0.545
H -2.919 4.315 2.387
H -0.900 4.808 3.743
H 1.174 3.538 3.338
H 2.931 -0.158 2.805
H 0.528 0.528 3.887
H 1.904 0.092 4.918
H 1.483 1.774 4.642
H 3.367 2.837 3.263
H 4.095 1.558 4.227
H 4.488 1.688 2.520
H 3.374 2.637 0.829
H 1.654 1.852 -1.585
H 1.555 3.358 -0.676
H 3.011 2.978 -1.595
H 3.379 -0.077 -0.617
H 4.586 1.182 -0.876
H 4.442 0.414 0.701
*
```

(2)
Formula: C30H45N3O12
Source: OMol25
Level of theory: ωB97M-V/def2-TZVPD

Computed properties:
* E_tot: -2237.270633 hartree
* orbital gap: 10.801 eV
* energy relative to the best compared isomer or geometry (same formula, charge and spin): 0.0 kJ/mol
* SMILES: O=C1CCCO1.O=C1CCCO1.O=C1CCCO1.O=C1CCCO1.O=C1CCCO1.O=C1CCCO1.CC#N.CC#N.CC#N
* E_HOMO: -10.19 eV

Structure (ORCA input):
```
! RIJCOSX wB97M-V def2-TZVPD def2/J DEFGRID3
* xyz 0 1
O 1.082 9.753 19.547
C -0.049 9.306 19.575
C -1.013 9.267 20.727
C -2.068 8.349 20.316
C -1.902 8.152 18.860
O -0.593 8.612 18.527
H -0.479 8.978 21.658
H -1.382 10.273 20.812
H -1.943 7.452 20.871
H -3.062 8.747 20.565
H -1.852 7.032 18.560
H -2.562 8.777 18.261
O -3.580 8.775 13.935
C -2.409 8.551 13.689
C -1.668 8.570 12.402
C -0.193 8.817 12.838
C -0.229 8.170 14.183
O -1.575 8.201 14.689
H -1.826 7.600 11.856
H -2.034 9.323 11.706
H 0.545 8.321 12.253
H -0.031 9.916 12.857
H 0.052 7.093 14.159
H 0.373 8.724 14.906
O 0.831 14.285 15.307
C 1.528 13.371 15.619
C 1.965 12.123 14.946
C 2.183 11.164 16.234
C 2.552 12.136 17.295
O 1.896 13.339 16.948
H 1.202 11.594 14.404
H 2.854 12.191 14.361
H 1.274 10.533 16.338
H 3.031 10.428 16.028
H 2.338 11.804 18.294
H 3.672 12.276 17.187
O -7.725 12.722 16.457
C -7.489 13.889 16.138
C -7.959 15.219 16.577
C -7.650 16.068 15.419
C -6.453 15.399 14.859
O -6.607 14.018 15.080
H -9.085 15.157 16.806
H -7.376 15.442 17.379
H -8.357 16.167 14.690
H -7.392 17.093 15.694
H -6.269 15.538 13.804
H -5.569 15.777 15.376
O -1.850 11.480 10.926
C -1.622 12.636 11.250
C -2.312 13.499 12.254
C -1.320 14.610 12.470
C -0.734 14.772 11.069
O -0.830 13.386 10.472
H -3.209 13.817 11.700
H -2.473 12.877 13.133
H -1.651 15.556 12.859
H -0.506 14.266 13.174
H -1.266 15.479 10.390
H 0.350 15.058 11.019
O -0.902 11.132 15.344
C -1.609 11.804 16.033
C -1.552 12.000 17.535
C -2.509 13.135 17.842
C -3.404 13.127 16.673
O -2.758 12.433 15.603
H -2.073 11.123 17.935
H -0.483 12.039 17.846
H -3.062 13.205 18.811
H -1.993 14.102 17.784
H -4.383 12.649 16.861
H -3.631 14.127 16.186
C -5.642 9.793 16.762
C -4.789 10.101 17.902
N -4.141 10.489 18.788
H -5.445 8.801 16.420
H -5.329 10.406 15.876
H -6.671 9.939 17.064
C -4.852 10.902 11.930
C -5.554 12.167 12.076
N -5.985 13.231 11.906
H -3.852 11.108 12.293
H -4.666 10.815 10.885
H -5.315 10.026 12.356
C -7.737 11.623 19.634
C -7.630 13.034 19.926
N -7.586 14.193 19.924
H -8.232 11.096 20.474
H -6.779 11.185 19.353
H -8.304 11.592 18.712
*
```

(3)
Formula: C30H45N3O2PdSe
Source: OMol25
Level of theory: ωB97M-V/def2-TZVPD

Computed properties:
* E_tot: -4014.262455 hartree
* orbital gap: 7.165 eV
* energy relative to the best compared isomer or geometry (same formula, charge and spin): 25.3 kJ/mol
* E_HOMO: -6.96 eV

Structure (ORCA input):
```
! RIJCOSX wB97M-V def2-TZVPD def2/J DEFGRID3
* xyz 0 1
Pd -1.380 -1.209 0.122
N -4.890 -2.774 2.589
C -3.936 -2.214 1.799
O -3.784 -2.563 0.643
C -3.099 -1.125 2.447
C -1.622 -1.208 2.085
H -5.490 -3.475 2.190
H -5.017 -2.498 3.544
H -3.212 -1.163 3.537
H -3.520 -0.173 2.114
H -1.188 -2.148 2.432
H -1.071 -0.376 2.528
C -1.674 -2.437 -2.558
C -0.501 -3.413 -2.570
C -0.910 -4.745 -1.933
C 0.775 -2.850 -1.969
C 1.832 -2.592 -2.838
C 3.073 -2.177 -2.386
C 3.266 -2.072 -1.015
C 2.245 -2.310 -0.105
C 2.600 -2.312 1.371
C 1.887 -1.252 2.209
C 2.372 -3.703 1.972
C 0.940 -2.643 -0.575
O -0.061 -2.817 0.281
H -2.495 -2.797 -3.182
H -1.391 -1.444 -2.915
H -2.094 -2.370 -1.546
H -0.266 -3.612 -3.621
H -1.158 -4.602 -0.883
H -0.097 -5.469 -1.999
H -1.781 -5.159 -2.447
H 1.675 -2.746 -3.901
H 3.882 -1.990 -3.080
H 4.248 -1.815 -0.628
H 3.673 -2.099 1.419
H 0.855 -1.545 2.363
H 1.901 -0.276 1.722
H 2.372 -1.151 3.183
H 1.317 -3.966 1.898
H 2.663 -3.720 3.026
H 2.955 -4.458 1.442
C -3.309 4.458 1.183
C -1.818 4.755 1.078
C -1.023 4.269 2.287
C -0.851 2.755 2.347
N 0.024 2.268 1.288
C -0.341 1.606 0.167
Se -2.097 1.093 -0.269
N 0.766 1.383 -0.565
C 0.854 0.672 -1.841
C 1.136 1.622 -2.998
C -0.041 2.528 -3.355
C -1.186 1.781 -4.028
C 1.875 1.861 0.118
C 3.230 1.782 -0.167
C 4.094 2.317 0.771
C 3.622 2.905 1.951
C 2.269 2.971 2.236
C 1.405 2.435 1.292
H -3.846 4.838 0.314
H -3.734 4.930 2.072
H -3.502 3.386 1.238
H -1.668 5.831 0.973
H -1.411 4.304 0.166
H -1.523 4.588 3.207
H -0.033 4.733 2.296
H -1.802 2.235 2.240
H -0.406 2.452 3.297
H -0.088 0.147 -1.980
H 1.636 -0.080 -1.738
H 1.408 1.010 -3.863
H 2.016 2.225 -2.757
H 0.315 3.323 -4.014
H -0.407 3.026 -2.450
H -0.839 1.269 -4.928
H -1.983 2.466 -4.318
H -1.628 1.039 -3.361
H 3.590 1.300 -1.066
H 5.161 2.273 0.595
H 4.333 3.306 2.661
H 1.909 3.408 3.157
*
```

(4)
Formula: C30H46AuO3P2
Source: OMol25
Level of theory: ωB97M-V/def2-TZVPD

Computed properties:
* E_tot: -2214.468439 hartree
* orbital gap (spin up / spin down): 4.437 / 2.607 eV
* energy relative to the best compared isomer or geometry (same formula, charge and spin): 0.0 kJ/mol
* ⟨S²⟩: 2.0165
* E_HOMO (spin up / spin down): -7.75 / -7.74 eV

Structure (ORCA input):
```
! RIJCOSX wB97M-V def2-TZVPD def2/J DEFGRID3
* xyz 1 3
Au 0.723 -2.882 -1.874
C -1.632 -2.018 1.226
C -1.284 -3.087 0.429
C 0.664 -2.001 1.117
C -0.433 -1.362 1.681
C 0.190 -3.138 0.272
C -3.000 -1.657 1.684
H -3.760 -2.158 1.071
H -3.172 -0.576 1.616
H -3.174 -1.947 2.732
C -0.377 -0.261 2.671
H -1.376 0.137 2.888
H 0.258 0.562 2.314
H 0.053 -0.596 3.630
C 2.064 -1.647 1.405
H 2.378 -2.033 2.391
H 2.200 -0.555 1.448
H 2.740 -2.055 0.642
C 0.876 -4.476 0.409
H 0.387 -5.121 1.152
H 1.928 -4.360 0.693
H 0.840 -4.999 -0.557
C -2.234 -4.083 -0.111
H -2.617 -4.751 0.678
H -1.762 -4.694 -0.885
H -3.109 -3.583 -0.548
C -1.782 2.864 1.051
C -2.623 1.861 0.760
C -2.886 1.156 -0.546
C -2.342 1.812 -1.835
C -0.830 1.483 -1.978
C 0.144 2.512 -1.799
C 0.319 3.056 -0.462
C -0.956 3.739 0.152
H -3.978 1.024 -0.660
H -2.526 2.895 -1.828
H -2.488 0.125 -0.457
H -1.554 4.196 -0.651
H -1.733 3.171 2.110
H -3.277 1.502 1.578
H -0.581 4.572 0.770
H 0.621 2.235 0.212
H 0.881 2.749 -2.571
H 1.140 3.787 -0.446
H -2.913 1.394 -2.681
H -0.586 0.649 -1.270
P -0.308 0.317 -3.485
C -0.443 1.606 -4.774
C -1.615 -0.858 -3.844
P 1.593 -2.100 -3.700
C 1.403 -0.275 -3.695
C 0.826 -2.797 -5.197
C 3.362 -2.392 -3.897
H 0.339 2.358 -4.627
H -1.424 2.090 -4.725
H -0.313 1.141 -5.756
H -1.711 -0.965 -4.932
H -2.571 -0.502 -3.440
H -1.408 -1.836 -3.394
H 3.692 -2.170 -4.919
H 3.552 -3.447 -3.677
H 3.920 -1.775 -3.184
H 2.022 0.165 -2.883
H 1.790 0.128 -4.654
H 1.229 -3.815 -5.296
H 1.067 -2.221 -6.100
H -0.261 -2.872 -5.078
O 0.943 4.637 4.683
C 1.269 3.474 5.076
C 1.093 3.058 6.443
C 1.570 1.848 6.899
C 2.214 0.948 6.032
C 2.346 1.274 4.675
C 1.875 2.486 4.182
C 1.901 2.750 2.719
O 2.101 1.858 1.892
O 1.689 4.016 2.368
H 1.395 4.516 3.234
H 0.583 3.753 7.110
H 1.442 1.578 7.948
H 2.604 -0.006 6.398
H 2.814 0.583 3.973
*
```

(5)
Formula: C30H46BClF4NO2SbSi3Tl
Source: OMol25
Level of theory: ωB97M-V/def2-TZVPD

Computed properties:
* E_tot: -3541.808653 hartree
* orbital gap (spin up / spin down): 5.815 / 5.836 eV
* energy relative to the best compared isomer or geometry (same formula, charge and spin): 61.6 kJ/mol
* E_HOMO (spin up / spin down): -10.11 / -10.12 eV

Structure (ORCA input):
```
! RIJCOSX wB97M-V def2-TZVPD def2/J DEFGRID3
* xyz 1 1
Tl -1.678 1.303 -0.322
C 6.051 -2.332 -2.255
O 4.636 -2.201 -2.147
C 3.927 -2.108 -3.300
C 4.445 -2.302 -4.572
C 3.614 -2.165 -5.677
C 2.282 -1.814 -5.524
C 1.766 -1.609 -4.253
C 2.574 -1.789 -3.147
N 2.135 -1.541 -1.817
C 0.951 -1.610 -1.277
C -0.226 -2.240 -1.728
C -0.265 -3.197 -2.778
C -1.423 -3.822 -3.123
C -2.610 -3.504 -2.420
C -2.608 -2.615 -1.386
C -1.413 -1.951 -0.974
O -1.436 -1.152 0.037
H 6.469 -1.520 -2.852
H 6.319 -3.294 -2.694
H 6.436 -2.277 -1.242
H 5.485 -2.558 -4.708
H 4.020 -2.329 -6.666
H 1.646 -1.691 -6.389
H 0.740 -1.291 -4.120
H 2.850 -1.093 -1.255
H 0.876 -1.109 -0.316
H 0.651 -3.455 -3.294
H -1.438 -4.560 -3.913
H -3.536 -3.994 -2.699
H -3.513 -2.403 -0.828
Cl -1.076 4.278 -1.345
C -0.567 3.475 -2.801
C 0.582 3.903 -3.431
C 1.024 3.220 -4.554
C 0.328 2.109 -5.021
C -0.802 1.673 -4.361
C -1.292 2.354 -3.235
C -2.478 1.887 -2.564
H 1.130 4.744 -3.033
H 1.923 3.550 -5.057
H 0.673 1.584 -5.902
H -1.343 0.804 -4.718
H -2.954 1.000 -2.965
H -3.147 2.616 -2.125
C 0.291 3.899 3.003
Si -1.261 2.988 3.448
C -1.549 2.934 5.288
C -2.761 3.691 2.591
Sb -1.038 0.561 2.593
Si 1.034 -0.566 3.647
C 2.633 0.289 3.275
C 0.967 -2.329 3.043
C 0.616 -0.460 5.460
Si -3.227 -0.756 2.956
C -4.399 -0.110 1.666
C -2.829 -2.556 2.780
C -3.804 -0.324 4.673
H 0.090 4.974 3.012
H 0.663 3.627 2.013
H 1.083 3.698 3.728
H -1.719 3.952 5.654
H -0.686 2.533 5.821
H -2.421 2.334 5.550
H -2.870 4.747 2.856
H -3.674 3.174 2.895
H -2.680 3.641 1.503
H 2.689 0.671 2.256
H 3.441 -0.431 3.429
H 2.785 1.124 3.962
H 0.640 -2.404 2.004
H 0.267 -2.906 3.651
H 1.950 -2.799 3.125
H 0.636 0.572 5.814
H 1.366 -1.019 6.029
H -0.362 -0.886 5.689
H -4.100 -0.459 0.676
H -4.425 0.983 1.665
H -5.413 -0.467 1.865
H -2.279 -2.728 1.853
H -3.748 -3.147 2.757
H -2.227 -2.902 3.622
H -4.036 0.739 4.760
H -3.053 -0.575 5.424
H -4.714 -0.884 4.910
F 1.800 3.111 -0.596
B 1.716 1.744 -0.441
F 1.294 1.421 0.877
F 2.913 1.100 -0.721
F 0.674 1.224 -1.311
*
```